{"formula": "C37H36N4O3PY", "method": "the ωB97M-V functional and the def2-TZVPD basis", "symbols": ["Y", "O", "C", "C", "C", "C", "C", "C", "C", "N", "C", "C", "N", "C", "C", "C", "C", "C", "C", "C", "O", "H", "H", "H", "H", "H", "H", "H", "H", "H", "H", "H", "H", "H", "H", "N", "P", "C", "C", "C", "C", "C", "C", "C", "C", "C", "C", "C", "C", "C", "C", "C", "C", "C", "C", "H", "H", "H", "H", "H", "H", "H", "H", "H", "H", "H", "H", "H", "H", "H", "C", "N", "C", "C", "O", "H", "H", "H", "H", "H", "H", "H"], "xyz": [[-0.223892, -0.281899, 1.584171], [0.022178, -2.312892, 2.231613], [0.011042, -2.654899, 3.516195], [0.953902, -3.554158, 4.033310], [0.984476, -3.836105, 5.384413], [0.086463, -3.235178, 6.265850], [-0.856402, -2.357195, 5.770017], [-0.919891, -2.078296, 4.404237], [-1.957117, -1.186926, 3.867774], [-2.323290, -0.127816, 4.465733], [-3.391684, 0.663629, 3.890720], [-2.955073, 2.123060, 3.810551], [-2.005893, 2.359271, 2.728877], [-0.766286, 2.316706, 3.018241], [0.291343, 2.706156, 2.066351], [0.176404, 3.888516, 1.327603], [1.235393, 4.347447, 0.573185], [2.436761, 3.630778, 0.576836], [2.564338, 2.453130, 1.279821], [1.471872, 1.934262, 1.995597], [1.474911, 0.715752, 2.511233], [1.666286, -3.996616, 3.349035], [1.725359, -4.528542, 5.765519], [0.124138, -3.459473, 7.323356], [-1.572336, -1.879728, 6.427255], [-2.412247, -1.480719, 2.909527], [-4.246133, 0.608137, 4.570202], [-3.705490, 0.300674, 2.904112], [-2.537368, 2.408977, 4.781828], [-3.831764, 2.743583, 3.618647], [-0.429751, 2.024638, 4.022371], [-0.749142, 4.448615, 1.389765], [1.152242, 5.270627, 0.014984], [3.281336, 4.001997, 0.008284], [3.480632, 1.879108, 1.253277], [0.159037, 0.188819, -0.477385], [0.802050, -0.304136, -1.783505], [2.593226, -0.001835, -1.943881], [3.365724, -0.177490, -0.798043], [4.737623, 0.012990, -0.842083], [5.349375, 0.392490, -2.030231], [4.585295, 0.578458, -3.172726], [3.211559, 0.379939, -3.129844], [0.663836, -2.105651, -2.077779], [1.438182, -2.748216, -3.044356], [1.341219, -4.116911, -3.236013], [0.471647, -4.865952, -2.452149], [-0.293402, -4.237892, -1.482239], [-0.199780, -2.863446, -1.298671], [0.107460, 0.487038, -3.270069], [0.046857, 1.882078, -3.237176], [-0.512010, 2.586180, -4.291898], [-1.024854, 1.902309, -5.389336], [-0.975661, 0.516905, -5.424503], [-0.410942, -0.189767, -4.368054], [2.887200, -0.445242, 0.137419], [5.327747, -0.127267, 0.054825], [6.420193, 0.547813, -2.062740], [5.056616, 0.882222, -4.098777], [2.622521, 0.534511, -4.026528], [2.137656, -2.173649, -3.641377], [1.952824, -4.602021, -3.985927], [0.401081, -5.937159, -2.590322], [-0.957306, -4.814540, -0.850976], [-0.802917, -2.414224, -0.519915], [0.434621, 2.409759, -2.371557], [-0.548555, 3.667869, -4.259826], [-1.461366, 2.451495, -6.213857], [-1.375398, -0.019869, -6.275600], [-0.378861, -1.271652, -4.405320], [-3.426597, 0.643748, -2.514190], [-2.956082, 0.710710, -1.141201], [-2.575850, 2.008197, -0.589239], [-2.837083, -0.375071, -0.410920], [-2.486406, -0.404627, 0.785029], [-2.737945, 1.182154, -3.163550], [-4.421697, 1.083887, -2.600031], [-3.461741, -0.393727, -2.841332], [-2.797211, 2.774333, -1.328833], [-1.505004, 2.005762, -0.380841], [-3.115880, 2.209624, 0.333468], [-3.106318, -1.303566, -0.928429]], "atomic_forces_ev_per_a": [[-0.2202, 0.3398, -0.4315], [-0.1374, 0.0703, -0.0914], [0.0123, -0.0414, 0.0158], [0.0018, 0.0042, -0.0052], [0.0104, -0.0061, -0.0184], [-0.0170, 0.0056, 0.0266], [0.0172, -0.0138, -0.0194], [0.0538, -0.0684, 0.0505], [0.0571, 0.0287, -0.0174], [0.0324, -0.0068, 0.0347], [-0.0030, -0.0127, -0.0272], [0.0055, 0.0244, 0.0091], [0.0205, -0.0352, -0.0113], [-0.0332, -0.0736, 0.1087], [0.0401, 0.0628, -0.0395], [-0.0114, -0.0300, 0.0071], [-0.0071, 0.0184, -0.0174], [0.0135, -0.0110, 0.0079], [-0.0276, -0.0191, -0.0249], [-0.0822, 0.0174, -0.0229], [0.0002, 0.0756, 0.1411], [-0.0017, 0.0004, -0.0039], [0.0008, -0.0015, -0.0064], [-0.0003, 0.0021, -0.0024], [-0.0033, 0.0043, -0.0035], [-0.0373, -0.0212, 0.0259], [-0.0026, -0.0003, -0.0051], [-0.0074, 0.0063, 0.0005], [-0.0028, -0.0129, 0.0025], [0.0055, 0.0050, -0.0063], [0.0181, 0.0449, 0.0021], [0.0010, 0.0013, 0.0004], [-0.0029, -0.0011, 0.0002], [0.0018, -0.0055, 0.0002], [0.0033, 0.0058, 0.0005], [0.0830, -0.3661, 0.3463], [0.0542, -0.1784, 0.0642], [-0.0496, -0.0136, 0.0440], [0.0289, -0.0005, -0.0061], [-0.0043, 0.0011, 0.0023], [-0.0123, -0.0088, 0.0096], [0.0210, 0.0003, -0.0001], [-0.0055, 0.0076, -0.0433], [0.0708, 0.1211, -0.1487], [0.0429, 0.0222, -0.0118], [-0.0186, -0.0135, 0.0095], [0.0054, 0.0259, 0.0023], [-0.0067, -0.0031, -0.0057], [-0.0807, -0.2093, 0.0148], [-0.0539, 0.0487, 0.0300], [-0.0145, 0.0366, -0.0107], [-0.0009, -0.0092, 0.0131], [0.0013, -0.0118, -0.0008], [-0.0120, 0.0035, -0.0138], [0.0259, -0.0041, 0.0004], [-0.0115, -0.0011, -0.0073], [0.0101, 0.0033, -0.0063], [0.0011, 0.0001, -0.0025], [0.0031, -0.0005, 0.0015], [-0.0078, -0.0013, 0.0098], [-0.0068, -0.0084, 0.0039], [-0.0012, 0.0014, -0.0016], [0.0044, -0.0016, -0.0005], [0.0031, -0.0097, -0.0106], [0.0685, 0.1673, -0.0106], [-0.0010, -0.0083, 0.0038], [-0.0003, -0.0003, -0.0027], [-0.0002, -0.0053, -0.0040], [-0.0036, 0.0090, -0.0035], [0.0035, -0.0039, 0.0140], [0.0679, -0.0025, -0.0356], [-0.0727, 0.0336, 0.0255], [-0.0038, 0.0164, -0.0184], [-0.0604, -0.0737, 0.0327], [0.2247, 0.0911, 0.0151], [0.0224, 0.0002, -0.0146], [0.0113, 0.0115, 0.0012], [-0.0337, -0.0040, 0.0161], [-0.0332, -0.0077, -0.0029], [0.0128, 0.0009, 0.0047], [0.0304, -0.0167, 0.0216], [0.0008, 0.0047, -0.0045]], "lumo_ev": 0.484, "total_energy_ha": -2256.12137, "homo_lumo_gap_ev": 8.168, "relative_energy_kcal_mol": 0.00}


{"formula": "C37H36N5O3PTm", "method": "the ωB97M-V functional and the def2-TZVPD basis", "symbols": ["Tm", "C", "C", "C", "C", "C", "C", "N", "C", "C", "C", "C", "C", "N", "C", "C", "C", "C", "C", "C", "N", "H", "H", "H", "H", "H", "H", "H", "H", "H", "H", "H", "H", "H", "H", "H", "C", "O", "C", "O", "N", "N", "H", "H", "H", "H", "H", "H", "O", "P", "C", "C", "C", "C", "C", "C", "C", "C", "C", "C", "C", "C", "C", "C", "C", "C", "C", "C", "H", "H", "H", "H", "H", "H", "H", "H", "H", "H", "H", "H", "H", "H", "H"], "xyz": [[-1.239053, -0.321834, -0.065007], [0.542443, -2.738848, 1.384177], [0.199535, -1.788499, 2.497618], [0.607249, -2.029710, 3.803543], [0.268097, -1.115520, 4.782613], [-0.498837, -0.007936, 4.449446], [-0.908092, 0.154854, 3.137614], [-0.533237, -0.716995, 2.178705], [-1.833776, 1.241333, 2.718811], [-2.416427, 2.111182, 3.628726], [-3.338272, 3.039366, 3.172855], [-3.694715, 3.047930, 1.835968], [-3.091822, 2.144196, 0.971553], [-2.152599, 1.288891, 1.411862], [-3.432118, 2.075060, -0.473985], [-4.447086, 2.832624, -1.024482], [-4.690219, 2.761125, -2.390775], [-3.898123, 1.945389, -3.170862], [-2.906823, 1.183681, -2.561179], [-2.015596, 0.305562, -3.391008], [-2.690541, 1.232521, -1.237069], [1.532048, -3.164066, 1.539518], [0.528480, -2.236077, 0.410515], [-0.159115, -3.577274, 1.363828], [1.193509, -2.907775, 4.037502], [0.588222, -1.269670, 5.804956], [-0.757448, 0.714002, 5.209015], [-2.181581, 2.065840, 4.680953], [-3.786024, 3.741780, 3.862996], [-4.433547, 3.751522, 1.485047], [-5.059873, 3.477954, -0.413861], [-5.485583, 3.345992, -2.833260], [-4.037192, 1.889305, -4.241996], [-1.393270, 0.929371, -4.035282], [-2.600245, -0.339856, -4.047862], [-1.347443, -0.296301, -2.776089], [-3.903146, -3.213896, 2.740614], [-3.699935, -3.656405, 1.375703], [-3.129200, -2.842329, 0.548154], [-2.746642, -1.690006, 0.822079], [-2.936396, -3.344311, -0.683717], [-2.301655, -2.514658, -1.624750], [-4.468460, -4.003236, 3.220811], [-4.461047, -2.280991, 2.756624], [-2.941279, -3.083380, 3.233793], [-3.321263, -4.241308, -0.944934], [-2.990888, -2.188927, -2.298054], [-1.639692, -3.082477, -2.146081], [0.493163, -0.100247, -1.198628], [2.037307, 0.075373, -1.177768], [2.543695, 1.618008, -1.926935], [3.900222, 1.816008, -2.184565], [4.330195, 3.043767, -2.657306], [3.413116, 4.066826, -2.865849], [2.064340, 3.868933, -2.603118], [1.623760, 2.643845, -2.128805], [2.565080, 0.252790, 0.541231], [3.747076, -0.281773, 1.046688], [4.182605, 0.082656, 2.312412], [3.467932, 1.013363, 3.051952], [2.313353, 1.586049, 2.533439], [1.860706, 1.206003, 1.281713], [2.797990, -1.312642, -2.010134], [3.159186, -2.476369, -1.330180], [3.704604, -3.537879, -2.033451], [3.894700, -3.438959, -3.406005], [3.528821, -2.283642, -4.085246], [2.977096, -1.219291, -3.391511], [4.611350, 1.016299, -2.010022], [5.380168, 3.203992, -2.860859], [3.753461, 5.024104, -3.237209], [1.357431, 4.671095, -2.767656], [0.574042, 2.478917, -1.910548], [4.342777, -0.955844, 0.443898], [5.100321, -0.327966, 2.711827], [3.834926, 1.328043, 4.020350], [1.797451, 2.357796, 3.090567], [1.011680, 1.718866, 0.833549], [3.030414, -2.541127, -0.257453], [3.993828, -4.438492, -1.508329], [4.335276, -4.263797, -3.949994], [3.685003, -2.206635, -5.152648], [2.695568, -0.315255, -3.918733]], "atomic_forces_ev_per_a": [[-1.1678, -0.0531, 0.0615], [-0.1650, 0.0164, 0.2395], [0.1180, -0.0294, -0.0639], [-0.0069, 0.1105, -0.0351], [0.0388, -0.1011, 0.0350], [-0.0181, 0.0988, -0.0929], [0.0778, -0.1254, 0.1232], [0.0519, 0.2806, 0.0257], [-0.1157, 0.0618, 0.0365], [0.0339, -0.0061, -0.0389], [0.0467, -0.0410, -0.0100], [-0.0166, -0.0054, -0.0475], [0.0830, 0.1030, 0.1378], [0.0652, -0.1921, -0.1214], [-0.0582, 0.0341, -0.1967], [-0.0065, 0.0277, 0.1105], [0.0523, -0.0557, -0.0573], [-0.0355, 0.0251, 0.0758], [0.1066, -0.0648, -0.0453], [-0.1031, 0.1097, 0.0027], [0.1197, -0.0872, 0.2697], [0.0411, 0.0340, -0.1348], [0.1643, -0.1299, -0.0352], [-0.0218, 0.0236, -0.0336], [0.0023, -0.0033, -0.0110], [0.0042, 0.0336, -0.0057], [-0.0344, -0.0470, 0.0146], [0.0384, 0.0143, -0.0210], [-0.0339, -0.0101, -0.0095], [0.0227, 0.0010, -0.0010], [0.0313, -0.0065, 0.0043], [0.0133, 0.0124, -0.0008], [-0.0022, -0.0277, 0.0051], [0.0507, -0.0475, 0.0042], [0.0093, -0.0137, 0.0083], [0.0539, -0.0116, -0.1670], [-0.0421, 0.1651, 0.2807], [-0.0614, -0.0498, -0.1207], [0.1215, -0.0455, -0.2564], [-0.1709, -0.0627, 0.3012], [-0.0014, -0.0185, 0.0362], [0.0632, 0.0492, 0.1025], [-0.0006, -0.0406, -0.0634], [-0.0252, -0.0313, -0.0730], [0.0151, -0.0375, -0.0683], [-0.0318, -0.0177, -0.0288], [-0.0617, 0.0504, -0.0289], [0.1596, 0.0393, 0.0362], [0.2549, 0.2652, 0.0967], [0.7546, -0.0688, 0.0452], [-0.3042, -0.2583, -0.1245], [-0.0317, -0.0410, 0.0343], [0.0318, -0.0117, 0.0146], [-0.0110, -0.0022, -0.0202], [-0.0525, 0.0652, 0.0006], [0.0163, -0.1036, 0.0110], [-0.0457, 0.0027, -0.3303], [-0.0097, -0.1286, -0.0875], [0.0387, 0.0535, 0.0754], [0.0484, -0.0055, 0.0490], [-0.1216, 0.0132, -0.0142], [0.0891, 0.0044, 0.0082], [-0.0347, 0.3724, 0.1560], [-0.0483, -0.0114, -0.0340], [-0.0095, -0.0539, 0.0863], [-0.0142, 0.0269, -0.0315], [-0.0129, -0.0099, -0.0125], [0.0088, 0.0064, -0.0306], [0.0341, 0.0354, -0.0476], [-0.0075, 0.0063, -0.0084], [-0.0037, -0.0012, 0.0037], [0.0151, 0.0047, -0.0049], [-0.0125, 0.0466, -0.0632], [0.0112, 0.0242, 0.0865], [0.0000, -0.0240, -0.0416], [-0.0067, -0.0247, -0.0014], [-0.0238, -0.0156, -0.0064], [-0.0369, 0.0114, 0.0953], [0.0018, -0.0849, -0.0352], [0.0206, 0.0024, -0.0200], [0.0049, -0.0028, 0.0134], [-0.0065, -0.0166, 0.0010], [0.0591, -0.0046, -0.0068]], "lumo_ev": [-8.471, -8.470], "total_energy_ha": -3357.02054, "spin_multiplicity": 3, "homo_lumo_gap_ev": [7.700, 7.701], "charge": 3}